Formula: C4H8N2O
Source: the OMol25 dataset
Level of theory: ωB97M-V with the def2-TZVPD basis set

Atoms and positions in Å:
C: -1.774 -0.707 -0.223
C: -0.636 0.241 -0.568
N: -0.548 1.487 0.250
C: 0.888 1.249 0.576
C: 0.722 -0.116 -0.046
N: 1.212 -1.270 -0.123
O: 2.419 -1.485 0.512
H: -2.733 -0.257 -0.498
H: -1.786 -0.918 0.850
H: -1.679 -1.661 -0.758
H: -0.606 0.409 -1.656
H: -0.703 2.325 -0.301
H: 1.130 1.253 1.646
H: 1.615 1.879 0.039
H: 2.479 -2.428 0.301

Its SMILES is C[C@H]1NC/C1=N\O. The energy above the lowest of the compared OMol25 structures with the same formula, charge and spin is 85.1 kcal per mole. The value obtained for the HOMO energy is -9.2 eV. The LUMO energy is 1.01 eV. Its net charge is 0. For the HOMO-LUMO gap, the calculation gives 10.18 eV.



Formula: C4H8N2O
Source: the OMol25 dataset
Level of theory: ωB97M-V with the def2-TZVPD basis set

Atoms and positions in Å:
C: 0.863 0.167 0.403
C: -2.358 1.544 -1.209
C: 0.437 -0.569 -0.582
C: 0.585 -2.044 -0.608
N: -2.387 0.804 -0.134
N: -2.689 -0.331 0.161
O: -2.319 -1.176 0.952
H: 0.556 1.191 0.435
H: 1.528 -0.203 1.109
H: -1.739 1.149 -2.057
H: -2.616 2.631 -1.110
H: -0.055 -0.020 -1.363
H: 0.780 -2.463 -1.655
H: -0.305 -2.553 -0.375
H: 1.403 -2.356 0.144

Its SMILES is C=NN=O.C=CC. The energy above the lowest of the compared OMol25 structures with the same formula, charge and spin is 154.2 kcal per mole. The value obtained for the HOMO energy (alpha / beta) is -8.6 / -8.6 eV. The LUMO energy (alpha / beta) is -0.40 / -0.39 eV. Its net charge is 0. For the HOMO-LUMO gap (alpha / beta), the calculation gives 8.25 / 8.24 eV.



Formula: C4H8N2O
Source: the OMol25 dataset
Level of theory: ωB97M-V with the def2-TZVPD basis set

Atoms and positions in Å:
C: 0.286 0.635 -0.208
C: -0.244 0.881 1.106
C: 0.068 -0.696 -0.826
C: -1.015 -0.408 -1.847
N: 0.761 -1.684 -0.526
N: 0.403 0.428 2.169
O: 1.476 -0.358 1.938
H: -0.091 1.547 -0.667
H: 1.387 0.700 -0.167
H: -1.163 1.368 1.506
H: 1.484 -1.960 0.264
H: 0.547 0.513 3.202
H: -1.382 -1.315 -2.420
H: -0.820 0.499 -2.442
H: -1.698 -0.149 -1.084

The energy above the lowest of the compared OMol25 structures with the same formula, charge and spin is 58.8 kcal per mole. The value obtained for the HOMO energy (alpha / beta) is -6.2 / -8.7 eV. The LUMO energy (alpha / beta) is 0.95 / -1.39 eV. The spin multiplicity is 3. Its net charge is 0. For the HOMO-LUMO gap (alpha / beta), the calculation gives 7.10 / 7.34 eV.



Formula: C4H8N2O2
Source: the OMol25 dataset
Level of theory: ωB97M-V with the def2-TZVPD basis set

Atoms and positions in Å:
C: -2.005 0.251 0.026
C: 1.134 0.110 1.474
C: -1.594 -0.810 -0.903
C: 0.632 -0.105 0.054
N: 0.769 1.097 -0.715
O: 1.334 -1.241 -0.496
N: -0.745 -0.518 0.107
O: -1.876 -1.525 -1.811
H: 0.978 -1.507 -1.353
H: 1.698 1.489 -0.635
H: 0.564 0.951 -1.697
H: -1.955 1.281 -0.308
H: -2.699 0.055 0.833
H: 0.918 -0.774 2.066
H: 2.209 0.267 1.456
H: 0.640 0.978 1.901

Its SMILES is C[C@@](N)(O)N1CC1=O. The energy above the lowest of the compared OMol25 structures with the same formula, charge and spin is 60.2 kcal per mole. The value obtained for the HOMO energy is -9.6 eV. The LUMO energy is 0.77 eV. Its net charge is 0. For the HOMO-LUMO gap, the calculation gives 10.34 eV.



Formula: C4H8N2O2
Source: the OMol25 dataset
Level of theory: ωB97M-V with the def2-TZVPD basis set

Atoms and positions in Å:
C: 1.963 0.746 0.318
C: 0.602 0.196 0.635
O: -0.141 0.997 1.393
H: 0.579 -0.866 0.895
H: 1.878 1.743 -0.113
H: 2.502 0.093 -0.365
H: 2.522 0.819 1.255
C: -1.628 -1.090 -0.163
N: -2.217 -0.354 0.673
C: -0.278 0.225 -1.062
N: 0.143 -0.295 -2.126
O: -1.411 -2.173 -0.600
H: -1.095 0.605 1.373
H: -3.150 -0.613 0.962
H: 0.394 -1.281 -1.992
H: -0.665 1.247 -1.082

The energy above the lowest of the compared OMol25 structures with the same formula, charge and spin is 100.3 kcal per mole. The value obtained for the HOMO energy is -9.0 eV. The LUMO energy is -0.87 eV. Its net charge is 0. For the HOMO-LUMO gap, the calculation gives 8.10 eV.



Formula: C4H8N2O2
Source: the OMol25 dataset
Level of theory: ωB97M-V with the def2-TZVPD basis set

Atoms and positions in Å:
C: 1.692 0.504 0.600
N: 0.468 0.194 -0.120
C: -0.838 1.240 -0.300
C: -0.107 -1.009 0.087
N: -1.440 1.166 -1.512
C: 0.300 -2.137 0.681
O: -1.496 -0.870 -0.274
O: -0.931 2.210 0.412
H: -2.020 -0.387 0.387
H: -1.003 0.505 -2.145
H: -1.634 2.082 -1.899
H: 1.625 0.256 1.666
H: 1.885 1.579 0.551
H: 2.517 -0.077 0.169
H: -0.350 -3.003 0.716
H: 1.331 -2.253 0.982

Its SMILES is C=C(O)N(C)C(N)=O. The energy above the lowest of the compared OMol25 structures with the same formula, charge and spin is 71.7 kcal per mole. The value obtained for the HOMO energy is -8.3 eV. The LUMO energy is 0.69 eV. Its net charge is 0. For the HOMO-LUMO gap, the calculation gives 9.01 eV.